[1]
DFT (wB97M-V/def2-TZVPD) results for C3H10N2S in the gas phase.

```
! wB97M-V def2-TZVPD RIJCOSX def2/J DEFGRID3
* xyz 0 1
N -1.289 0.474 0.444
C -0.104 0.330 -0.385
C 1.077 -0.468 0.170
S 1.317 -0.242 1.983
C -0.491 -0.232 -1.774
N -1.582 0.486 -2.439
H -1.048 0.465 1.432
H 1.801 -1.458 2.217
H -1.908 -0.327 0.371
H 0.265 1.323 -0.612
H 1.994 -0.139 -0.311
H 1.015 -1.535 -0.002
H 0.403 -0.110 -2.395
H -0.721 -1.290 -1.728
H -1.510 1.467 -2.174
H -2.465 0.210 -2.017
*
```

HOMO-LUMO gap = 0.3653 hartree
Calculated total energy = -17088.334 eV
ΔE to the lowest compared entry with this formula, charge and spin = 6.2 kcal/mol
Molar mass = 106.19 g/mol



[2]
DFT (wB97M-V/def2-TZVPD) results for 5 unconnected molecules or ions with the total composition C35H83N5O3S.

```
! wB97M-V def2-TZVPD RIJCOSX def2/J DEFGRID3
* xyz 0 1
C 4.010 -2.677 1.840
C 3.758 -1.216 1.496
C 2.353 -0.950 0.970
C 2.075 0.541 0.791
C 0.759 0.830 0.074
C -0.468 0.655 0.979
C -1.690 0.139 0.223
C -2.979 0.271 1.008
C -4.270 0.019 0.211
C -4.919 -1.362 0.421
N -4.196 -2.474 -0.199
C -5.176 -1.724 1.904
S -4.166 -0.787 3.009
O -4.725 0.522 3.174
O -3.825 -1.574 4.145
O -2.865 -0.684 2.113
H 5.054 -2.846 2.108
H 3.783 -3.328 0.992
H 3.397 -2.991 2.687
H 3.924 -0.599 2.386
H 4.477 -0.871 0.746
H 1.619 -1.394 1.651
H 2.238 -1.442 -0.003
H 2.905 0.982 0.229
H 2.068 1.027 1.773
H 0.777 1.852 -0.313
H 0.666 0.167 -0.794
H -0.720 1.604 1.461
H -0.234 -0.040 1.788
H -1.532 -0.919 -0.011
H -1.807 0.680 -0.720
H -3.022 1.258 1.468
H -4.999 0.798 0.439
H -4.044 0.097 -0.855
H -5.892 -1.315 -0.068
H -4.236 -2.400 -1.211
H -3.217 -2.464 0.066
H -6.212 -1.589 2.213
H -4.880 -2.759 2.059
C -10.945 -3.314 4.212
C -10.011 -2.833 3.113
N -10.389 -3.314 1.794
C -9.356 -3.128 0.793
C -8.965 -1.693 0.420
C -11.749 -3.012 1.377
C -12.179 -1.540 1.352
H -11.045 -4.400 4.183
H -10.546 -3.030 5.186
H -11.940 -2.876 4.127
H -9.006 -3.217 3.313
H -9.937 -1.735 3.167
H -9.664 -3.661 -0.111
H -8.462 -3.646 1.157
H -9.721 -1.202 -0.192
H -8.041 -1.709 -0.162
H -8.791 -1.078 1.305
H -12.430 -3.557 2.033
H -11.886 -3.449 0.384
H -11.883 -1.019 2.265
H -13.267 -1.476 1.279
H -11.762 -0.997 0.506
C 7.560 1.876 -2.415
C 7.184 0.889 -3.508
N 6.556 -0.318 -2.996
C 6.470 -1.386 -3.977
C 5.587 -1.159 -5.210
C 5.380 -0.113 -2.169
C 4.201 0.662 -2.774
H 8.169 1.390 -1.651
H 8.135 2.699 -2.843
H 6.683 2.309 -1.931
H 8.094 0.576 -4.028
H 6.569 1.410 -4.260
H 6.141 -2.292 -3.460
H 7.491 -1.587 -4.317
H 4.524 -1.216 -4.979
H 5.797 -1.926 -5.957
H 5.788 -0.190 -5.670
H 5.696 0.402 -1.258
H 5.034 -1.097 -1.841
H 4.535 1.566 -3.287
H 3.517 0.970 -1.981
H 3.631 0.064 -3.484
C -2.925 1.125 6.133
C -3.405 1.662 7.472
N -2.476 2.598 8.084
C -2.774 2.889 9.475
C -4.087 3.613 9.797
C -2.095 3.734 7.260
C -3.214 4.635 6.721
H -1.924 0.700 6.228
H -3.597 0.346 5.779
H -2.901 1.902 5.367
H -3.516 0.826 8.169
H -4.414 2.085 7.340
H -1.939 3.467 9.880
H -2.768 1.934 10.008
H -4.057 4.665 9.514
H -4.277 3.569 10.872
H -4.937 3.150 9.294
H -1.525 3.353 6.410
H -1.391 4.334 7.842
H -4.030 4.048 6.297
H -2.821 5.272 5.925
H -3.630 5.287 7.488
C 7.952 2.436 -7.056
C 8.954 1.974 -8.104
N 9.822 0.912 -7.627
C 10.968 0.664 -8.484
C 10.708 0.136 -9.899
C 9.144 -0.263 -7.106
C 8.169 -1.005 -8.028
H 8.461 2.702 -6.128
H 7.413 3.312 -7.419
H 7.210 1.667 -6.830
H 9.599 2.816 -8.371
H 8.407 1.705 -9.022
H 11.630 -0.031 -7.958
H 11.519 1.606 -8.562
H 10.394 -0.908 -9.896
H 11.623 0.201 -10.489
H 9.943 0.720 -10.413
H 8.596 0.041 -6.211
H 9.913 -0.956 -6.754
H 7.506 -0.317 -8.556
H 7.543 -1.663 -7.423
H 8.675 -1.624 -8.768
*
```

HOMO-LUMO gap = 0.3069 hartree
Calculated total energy = -62068.694 eV
Molar mass = 654.15 g/mol



[3]
DFT (wB97M-V/def2-TZVPD) results for 2 unconnected molecules or ions with the total composition C4H9NO3.

```
! wB97M-V def2-TZVPD RIJCOSX def2/J DEFGRID3
* xyz 0 1
O 0.399 2.408 1.140
C 0.087 1.243 1.285
N -0.049 0.376 0.225
C 0.031 -1.061 0.489
C -1.314 -1.775 0.302
C -1.510 -2.065 -1.188
O -0.793 -2.757 -1.846
H -0.451 0.860 2.167
H -0.043 0.795 -0.690
H 0.362 -1.141 1.517
H 0.748 -1.570 -0.156
H -2.186 -1.188 0.583
H -1.362 -2.686 0.901
H -2.323 -1.458 -1.631
H 1.642 2.517 -0.337
H 2.340 3.675 0.174
O 2.538 2.897 -0.367
*
```

HOMO-LUMO gap = 0.3923 hartree
Calculated total energy = -11925.738 eV
ΔE to the lowest compared entry with this formula, charge and spin = 41.6 kcal/mol
Molar mass = 119.12 g/mol



Which of these has the lowest calculated total energy? C35H83N5O3S